Entry 1:
Computed, not measured: a molecular structure, C17H16Cl2CoI2O5S in a non-equilibrium geometry, with ωB97M-V/def2-TZVPD.

The geometry in XYZ format:
```
44
Properties=species:S:1:pos:R:3:forces:R:3:mulliken_charge:R:1
I 1.53889 0.16501 -4.24238 0.111 0.086 -0.010 0.165
I 3.12427 2.23902 -4.73510 -0.022 -0.010 0.035 -0.158
Co 0.21923 -0.14935 -0.15952 0.181 -0.701 1.159 0.359
Cl -0.55285 -2.42315 -4.14665 -0.119 -0.106 0.036 -0.195
Cl -2.74476 -6.54018 -1.46270 0.044 0.028 -0.011 -0.192
S -0.68971 1.01213 2.45264 0.036 -0.174 -0.209 0.579
O -0.93112 0.83878 0.92057 -0.088 0.441 0.106 -0.306
O 0.02825 -1.50769 1.13239 -0.091 -0.068 0.114 -0.425
O 0.66869 1.48856 -1.05250 -0.055 -0.021 -0.248 -0.418
O 0.09201 -1.43133 -1.44926 -0.484 0.494 -1.150 -0.875
O 1.68131 0.66039 0.62640 -0.085 0.357 0.203 -0.503
C -1.49619 -4.49133 -0.23603 -0.042 -0.053 -0.061 -1.104
C -0.83621 -3.24929 -0.24526 -0.073 0.099 0.160 0.292
C -3.45731 -2.02087 4.37441 -0.011 -0.035 -0.003 0.907
C 2.29385 2.93487 0.00447 0.073 -0.019 -0.047 -1.066
C -3.12210 -0.22190 2.78884 -0.020 -0.012 0.037 -0.404
C -1.60540 -4.38668 -2.63488 0.061 0.054 -0.010 -0.607
C -1.50252 2.56782 2.71430 -0.064 0.127 0.037 -1.074
C -0.47636 -2.63698 0.98699 -0.006 -0.258 -0.128 0.204
C -1.89046 -5.03920 -1.42692 -0.012 -0.027 0.055 0.250
C -1.30326 -0.93143 4.22215 0.004 0.020 0.019 -0.414
C -2.13450 -1.88008 4.79400 -0.003 0.006 0.012 -0.655
C -4.34248 -3.06458 4.99540 0.016 0.054 0.016 -1.442
C 1.53857 1.67343 -0.15983 0.141 -0.194 -0.299 1.419
C -0.54089 -2.57563 -1.44920 0.534 0.215 0.502 0.441
C -0.92890 -3.18755 -2.64941 -0.048 -0.197 -0.237 0.571
C -1.80914 -0.10398 3.22736 -0.051 -0.094 -0.054 0.576
C -3.93596 -1.17934 3.36870 -0.008 0.028 0.009 -0.991
H -5.31957 -3.09460 4.51789 0.005 -0.007 -0.004 0.364
H -0.66691 -3.20018 1.90649 0.085 0.005 0.016 0.493
H -4.96339 -1.27282 3.03986 0.015 -0.022 -0.010 0.352
H -3.88857 -4.05306 4.91813 -0.004 -0.002 -0.004 0.344
H -1.75052 -2.52506 5.57514 -0.002 0.007 -0.009 0.424
H 2.60381 3.29926 -0.97360 0.010 -0.012 -0.002 0.306
H -4.48937 -2.85893 6.05678 0.001 0.003 -0.006 0.348
H -0.27241 -0.83557 4.54193 -0.006 -0.017 -0.020 0.438
H -3.50404 0.41007 1.99642 0.023 -0.019 -0.009 0.340
H 3.14928 2.78993 0.65825 0.002 -0.007 -0.006 0.335
H -0.88146 3.34616 2.27583 0.002 -0.014 0.002 0.389
H -1.90933 -4.83620 -3.57072 -0.008 -0.002 0.007 0.451
H -1.68940 -5.00338 0.69807 -0.037 0.032 -0.005 0.449
H 1.62274 3.67903 0.43790 0.011 -0.003 0.003 0.265
H -2.47898 2.54480 2.23482 -0.008 0.001 0.026 0.337
H -1.59471 2.71536 3.78966 -0.004 0.017 -0.013 0.432
```
Positions in Å, forces in eV/Å.

As for the frontier orbital gap (alpha / beta): 6.3 / 6.3 eV. The energy relative to the best compared isomer or geometry (same formula, charge and spin) comes out at 12.2 kcal/mol. Its net charge is +1. The value obtained for the HOMO energy (alpha / beta) is -10.986 / -10.986 eV.


Entry 2:
Computed, not measured: 2 unconnected molecules or ions with the total composition C17H16F4N2O2S in a non-equilibrium geometry, with ωB97M-V/def2-TZVPD.

The geometry in XYZ format:
```
42
Properties=species:S:1:pos:R:3:forces:R:3:mulliken_charge:R:1
S 2.37275 -1.18312 7.32629 -0.850 0.922 0.836 1.012
F 0.12489 -0.37335 6.25849 -1.646 -0.557 0.878 -0.069
F 2.99862 -3.68144 7.97633 -0.372 0.548 -0.747 -0.212
F 1.12804 -3.53827 6.83919 1.288 0.746 0.105 -0.140
F 3.05173 -3.24915 5.81598 -0.449 0.092 0.841 -0.214
O 3.70047 -0.66059 7.11648 -0.480 -0.782 0.398 -0.593
O 1.61964 -1.01644 8.56479 1.181 -0.270 -1.724 -0.573
N -2.26819 -1.06920 7.70315 2.205 0.314 -1.260 -0.174
N 1.84768 5.64952 3.23100 -0.078 -2.449 0.971 -0.498
C 1.76050 0.69042 5.21209 -0.488 -0.043 0.261 0.991
C 1.75295 3.23498 4.20945 0.484 -0.166 0.121 0.655
C 2.18004 1.72098 6.03323 -0.008 0.389 -0.165 -0.468
C -2.81335 0.07807 8.03402 -1.346 -0.273 0.705 0.560
C -6.05551 -1.24816 9.53734 0.018 -0.004 -0.027 -1.376
C 1.25424 2.19265 3.41913 -0.104 -0.134 -0.203 -0.766
C 2.38649 -3.03612 6.97384 -0.067 -0.837 -0.147 0.597
C -4.70942 -1.18381 8.85245 0.156 0.189 -0.029 1.169
C 1.21000 0.91075 3.93447 0.451 -0.129 0.816 -0.642
C -2.02458 -3.41812 7.32739 0.256 -0.320 -0.106 -1.197
C 2.22265 3.00534 5.50992 -0.041 -0.198 -0.095 -0.849
C -4.07702 0.05285 8.63883 0.299 -0.483 -0.202 -0.775
C 1.37606 -0.59547 5.87066 0.818 -0.283 -0.555 -0.263
C 1.80961 4.56315 3.66727 0.061 2.543 -1.000 -0.049
C -2.80878 -2.25613 7.83046 -1.222 0.447 0.715 0.379
C -2.07240 1.36050 7.75817 0.017 -0.014 0.052 -1.147
C -4.06885 -2.35599 8.43150 0.238 0.422 -0.098 -0.702
H 1.41946 -1.42485 5.16963 -0.062 -0.287 -0.161 0.472
H -2.52689 -4.35931 7.54491 0.020 -0.051 -0.026 0.361
H 0.65675 0.09347 3.45703 0.543 0.360 -0.134 0.374
H -1.04807 1.31349 8.13755 -0.124 -0.097 -0.018 0.209
H -6.37106 -2.29352 9.61454 -0.088 0.229 0.056 0.326
H -4.51795 -3.32703 8.56604 -0.225 -0.094 0.093 0.312
H 2.63170 3.79647 6.12128 -0.217 0.253 -0.130 0.432
H -2.58134 2.20382 8.22687 0.024 -0.026 -0.019 0.388
H 0.90811 2.37378 2.40290 -0.052 0.165 0.328 0.432
H -4.53485 0.98155 8.93387 -0.277 0.123 0.146 0.401
H -1.86884 -3.34122 6.24462 -0.117 0.021 0.156 0.267
H -1.02765 -3.42937 7.77829 -0.250 0.019 0.038 0.175
H -6.00535 -0.81904 10.54973 -0.003 -0.139 -0.306 0.314
H -6.81833 -0.68748 8.97606 0.232 -0.177 0.153 0.314
H -2.01036 1.55772 6.68346 -0.031 -0.113 0.081 0.217
H 2.36041 1.53958 7.09970 0.310 0.146 -0.598 0.349
```
Positions in Å, forces in eV/Å.

The SMILES is N#Cc1ccc([C@H](F)S(=O)(=O)C(F)(F)F)cc1.Cc1cc(C)nc(C)c1. As for the frontier orbital gap: 8.8 eV. Its net charge is 0. The value obtained for the HOMO energy is -9.028 eV.


Entry 3:
Computed, not measured: a molecular structure, C17H16FeO5S in a non-equilibrium geometry, with ωB97M-V/def2-TZVPD.

The geometry in XYZ format:
```
40
Properties=species:S:1:pos:R:3:forces:R:3:mulliken_charge:R:1
Fe 0.21781 3.45499 -1.28177 0.735 0.520 0.672 0.501
S -1.46612 -1.71216 1.23855 -0.540 0.270 -0.056 0.068
O -2.93163 3.95130 -1.46991 3.221 -0.935 -0.117 -0.351
O 2.89628 -5.35370 2.63106 -2.402 2.741 -0.637 -0.301
O 1.97331 3.42216 1.17347 -0.973 0.111 -1.399 -0.200
O -0.74230 6.24474 -0.51552 0.666 -1.877 -0.498 -0.169
O 2.31708 4.76214 -3.04261 -1.340 -0.895 1.111 -0.173
C 1.81528 -4.56845 2.31058 1.579 -0.986 0.466 0.657
C 0.04803 2.15748 -2.98169 -0.640 -1.618 -0.110 -1.179
C 0.56782 1.44620 -1.91066 0.134 0.496 -0.316 -0.237
C 0.96845 -2.30277 2.14612 0.832 0.071 0.310 -0.417
C 1.32353 3.46599 0.23934 1.233 0.246 1.393 0.218
C -0.44010 -4.16948 1.52646 0.064 -0.686 -0.024 -0.744
C 1.53355 4.27924 -2.37143 2.977 1.957 -2.361 0.254
C -1.14251 2.93914 -2.85391 0.093 0.810 0.859 -0.050
C -0.26122 -2.77807 1.65744 0.202 -0.230 0.054 0.765
C -1.84372 3.02823 -1.58985 -1.957 -0.711 0.148 0.014
C 1.97206 -3.17202 2.46072 0.182 0.392 0.074 -0.594
C -0.38989 5.20169 -0.80411 -1.604 3.864 1.002 0.225
C 0.56608 -5.03951 1.84179 -0.059 -0.251 -0.045 -0.391
C -4.20707 3.35907 -1.42473 -0.699 -0.557 -0.141 -0.739
C -1.38097 2.30117 -0.48156 -0.433 1.169 -0.585 0.027
C 2.71559 -6.73838 2.46373 0.051 -1.381 -0.069 -0.806
C -0.17722 1.37673 -0.58489 -0.724 -2.187 0.229 -0.801
H 1.10584 -1.24035 2.26787 0.162 0.103 0.085 0.433
H 0.50093 1.47602 0.28651 -0.532 -0.362 -0.512 0.295
H 2.91511 -2.81210 2.82912 0.237 0.134 0.107 0.469
H -1.92473 2.38446 0.45856 0.247 -0.022 -0.155 0.646
H -1.51843 3.52426 -3.69382 0.207 -0.046 0.297 0.550
H -1.38868 -4.53457 1.17048 -0.103 -0.234 -0.054 0.413
H 2.49459 -6.96298 1.42054 -0.002 -0.080 0.001 0.380
H -4.43160 2.93790 -2.40590 -0.235 -0.112 0.069 0.299
H -4.23431 2.58141 -0.65955 -0.180 -0.032 -0.006 0.320
H -4.93291 4.13720 -1.18510 0.221 -0.052 -0.030 0.274
H 1.49801 0.88766 -2.02983 -0.333 0.165 0.141 0.535
H 3.64243 -7.23848 2.74299 -0.066 0.261 0.002 0.241
H -0.55770 0.33484 -0.48675 0.059 0.200 -0.114 0.137
H 0.57465 2.15332 -3.93745 -0.116 0.079 0.288 0.589
H 1.91543 -7.08955 3.11459 0.003 -0.093 -0.011 0.380
H 0.40924 -6.09474 1.73111 -0.169 -0.242 -0.068 0.463
```
Positions in Å, forces in eV/Å.

As for the frontier orbital gap (alpha / beta): 7.8 / 5.1 eV. The energy relative to the best compared isomer or geometry (same formula, charge and spin) comes out at 0.0 kcal/mol. Its net charge is +2. The value obtained for the HOMO energy (alpha / beta) is -13.895 / -14.754 eV. The multiplicity is 5.